This record from OMol25 describes 8 unconnected molecules or ions with the total composition C12H15B5F29O6 at a distorted geometry. The level of theory is the ωB97M-V functional and the def2-TZVPD basis.

Properties
Frontier orbital gap, Eh: 0.2060
F_max, hartree/bohr: 0.0632
E_HOMO, eV: 3.176
Total charge: -5
2S+1: 1

Structure (XYZ):
```
67
Properties=species:S:1:pos:R:3:nbo_charge:R:1
B -1.92 4.57 2.43 1.340
F -2.49 5.43 1.48 -0.596
F -0.71 4.16 1.84 -0.552
F -1.52 5.32 3.56 -0.598
F -2.77 3.47 2.71 -0.593
B 0.52 0.24 0.63 1.328
F -0.65 0.85 1.05 -0.564
F 0.43 -1.16 0.48 -0.615
F 0.85 0.74 -0.66 -0.572
F 1.55 0.44 1.54 -0.556
B 1.43 2.84 -3.77 1.344
F 2.53 1.99 -3.76 -0.585
F 0.24 2.12 -3.99 -0.605
F 1.37 3.53 -2.55 -0.538
F 1.52 3.76 -4.85 -0.610
B 2.18 5.31 -0.21 1.345
F 1.57 4.15 0.22 -0.548
F 2.53 6.12 0.90 -0.610
F 3.36 4.89 -0.85 -0.596
F 1.30 6.04 -1.04 -0.590
B 4.52 -0.19 2.81 1.347
F 4.13 -1.24 1.91 -0.597
F 5.82 -0.51 3.20 -0.603
F 4.47 1.01 2.13 -0.551
F 3.61 -0.20 3.92 -0.594
C -1.31 -1.01 -4.64 -0.643
C -1.18 -0.25 -3.31 -0.110
O -1.85 -0.93 -2.25 -0.534
C -2.45 -0.12 -1.34 0.686
O -2.39 1.07 -1.39 -0.463
C -3.21 -0.91 -0.23 0.910
F -2.44 -1.89 0.23 -0.305
F -3.68 -0.13 0.71 -0.281
F -4.31 -1.47 -0.82 -0.369
H -0.76 -0.37 -5.33 0.237
H -2.35 -1.24 -4.85 0.175
H -0.83 -1.99 -4.59 0.190
H -1.48 0.79 -3.42 0.251
H -0.15 -0.18 -2.95 0.246
C -0.81 -2.87 3.66 -0.622
C -0.47 -1.38 3.84 -0.088
O -1.62 -0.79 4.50 -0.523
C -1.45 0.49 4.92 0.685
O -0.47 1.14 4.91 -0.472
C -2.72 1.03 5.63 0.893
F -2.36 1.67 6.75 -0.327
F -3.37 1.93 4.88 -0.284
F -3.56 0.00 5.88 -0.343
H -1.55 -3.11 2.90 0.206
H -1.08 -3.36 4.60 0.170
H 0.14 -3.36 3.40 0.220
H -0.41 -0.81 2.91 0.278
H 0.38 -1.28 4.51 0.197
C -0.85 -4.04 -1.64 -0.620
C 0.44 -3.22 -1.61 -0.145
O 0.99 -3.25 -2.93 -0.504
C 2.19 -2.69 -3.10 0.664
O 2.89 -2.24 -2.24 -0.466
C 2.56 -2.61 -4.58 0.901
F 1.84 -3.53 -5.29 -0.348
F 2.32 -1.44 -5.11 -0.273
F 3.87 -2.94 -4.71 -0.332
H -1.30 -3.98 -2.63 0.206
H -1.51 -3.84 -0.80 0.233
H -0.68 -5.11 -1.47 0.156
H 1.04 -3.26 -0.70 0.251
H 0.07 -2.21 -1.42 0.265
```



This record from OMol25 describes a single C12H15BCl4N2O molecule at a distorted geometry. The level of theory is the ωB97M-V functional and the def2-TZVPD basis.

Properties
Frontier orbital gap, Eh: 0.3291
F_max, hartree/bohr: 0.0288
E_HOMO, eV: -9.069
2S+1: 1

Structure (XYZ):
```
35
Properties=species:S:1:pos:R:3:nbo_charge:R:1
Cl 3.42 2.91 -1.72 -0.245
B 2.82 1.26 -1.15 0.466
Cl 3.06 0.07 -2.63 -0.314
Cl 3.86 0.58 0.28 -0.320
O 1.44 1.35 -0.69 -0.738
C 0.54 0.31 -0.85 0.243
C -0.86 0.82 -1.19 -0.061
C -1.84 -0.18 -1.25 -0.213
C -3.12 0.13 -1.69 -0.222
C -3.42 1.43 -2.09 -0.058
Cl -4.97 1.75 -2.72 0.028
C -2.47 2.44 -1.91 -0.215
C -1.18 2.15 -1.47 -0.189
H 0.85 -0.26 -1.74 0.236
H -1.55 -1.16 -0.88 0.214
H -3.84 -0.67 -1.75 0.228
H -2.77 3.45 -2.13 0.230
H -0.45 2.95 -1.30 0.253
C -0.69 1.04 1.63 -0.687
C 0.13 -0.23 1.50 0.594
N 0.56 -0.65 0.30 -0.385
C 1.45 -1.78 0.18 -0.247
C 1.27 -2.78 1.29 -0.429
C 1.10 -2.18 2.65 -0.216
N 0.38 -0.92 2.60 -0.533
H -0.99 1.10 2.69 0.219
H -0.10 1.93 1.33 0.285
H -1.60 0.97 1.01 0.276
H 1.29 -2.24 -0.79 0.231
H 2.49 -1.43 0.16 0.263
H 0.41 -3.42 1.09 0.211
H 2.13 -3.44 1.31 0.244
H 0.51 -2.83 3.30 0.215
H 2.06 -1.97 3.12 0.215
H 0.07 -0.51 3.48 0.418
```



This record from OMol25 describes a molecular structure, C12H15ClO3Sn at a distorted geometry. The level of theory is the ωB97M-V functional and the def2-TZVPD basis.

Properties
Frontier orbital gap (spin up / spin down), Eh: 0.2743 / 0.1962
F_max, hartree/bohr: 0.0885
E_HOMO (spin up / spin down), eV: -16.827 / -16.740
Total charge: +2
2S+1: 1

Structure (XYZ):
```
32
Properties=species:S:1:pos:R:3:nbo_charge:R:1
Cl -4.42 -0.85 0.21 -0.023
C 1.13 -1.37 -2.24 -0.161
C 1.89 -0.15 -2.16 -0.406
C 0.95 0.95 -2.32 -0.183
H 2.97 -0.06 -2.09 0.300
C -0.38 0.38 -2.48 0.038
C -0.24 -1.04 -2.43 -0.324
H -1.06 -1.74 -2.59 0.292
H 1.55 -2.38 -2.25 0.291
H 1.19 2.01 -2.41 0.291
C -1.62 1.14 -2.75 -0.686
Sn 0.55 0.12 -0.10 1.256
C 2.32 1.19 1.53 0.522
C -0.13 -1.87 1.46 0.542
O 2.98 1.66 2.34 -0.336
O -0.56 -2.43 2.36 -0.343
H -1.56 2.16 -2.37 0.249
H -2.50 0.66 -2.29 0.269
H -1.81 1.20 -3.83 0.301
C -2.85 1.73 3.13 -0.440
C -1.75 1.42 4.16 -0.433
C -0.51 1.19 3.31 -0.077
O -0.95 0.88 1.97 -0.608
C -2.34 1.21 1.81 -0.056
H -3.81 1.29 3.38 0.254
H -2.97 2.82 3.04 0.235
H -2.00 0.50 4.72 0.232
H -1.61 2.24 4.87 0.255
H 0.10 2.10 3.28 0.186
H 0.13 0.37 3.67 0.194
H -2.87 0.30 1.47 0.178
H -2.43 1.93 0.99 0.192
```



This record from OMol25 describes a molecular structure, C12H15CoF9N3O15 at a distorted geometry. The level of theory is the ωB97M-V functional and the def2-TZVPD basis.

Properties
Frontier orbital gap (spin up / spin down), Eh: 0.3074 / 0.3079
F_max, hartree/bohr: 0.0342
E_HOMO (spin up / spin down), eV: -5.963 / -5.975
Total charge: -1
2S+1: 4

Structure (XYZ):
```
55
Properties=species:S:1:pos:R:3:nbo_charge:R:1
Co 13.69 -16.24 -6.17 1.630
N 14.06 -18.45 -8.51 0.732
O 14.92 -18.02 -9.24 -0.411
O 13.56 -19.58 -8.64 -0.512
O 13.64 -17.73 -7.53 -0.718
N 14.32 -14.17 -8.50 0.728
O 13.70 -14.66 -7.48 -0.723
O 15.38 -14.67 -8.84 -0.408
O 13.81 -13.21 -9.08 -0.495
N 16.76 -17.06 -6.02 0.734
O 17.24 -17.71 -5.08 -0.527
O 15.70 -16.37 -5.77 -0.698
O 17.26 -17.01 -7.12 -0.406
C 10.58 -17.58 -9.34 -0.641
C 9.99 -17.67 -7.95 -0.075
O 9.72 -16.31 -7.50 -0.467
C 10.46 -15.72 -6.60 0.751
O 11.39 -16.17 -5.96 -0.625
C 9.93 -14.30 -6.36 0.906
F 10.54 -13.44 -7.17 -0.294
F 8.61 -14.20 -6.54 -0.309
F 10.18 -13.93 -5.10 -0.321
H 9.78 -17.38 -10.07 0.203
H 10.94 -18.57 -9.63 0.244
H 11.37 -16.85 -9.41 0.245
H 10.56 -18.24 -7.22 0.223
H 8.99 -18.11 -7.94 0.186
C 13.84 -11.05 -5.27 -0.641
C 12.94 -12.23 -4.99 -0.096
O 13.35 -12.81 -3.71 -0.467
C 13.60 -14.09 -3.64 0.746
O 13.39 -14.87 -4.52 -0.622
C 14.31 -14.48 -2.32 0.903
F 14.35 -13.45 -1.47 -0.305
F 13.67 -15.49 -1.70 -0.314
F 15.54 -14.88 -2.62 -0.285
H 14.84 -11.13 -4.83 0.227
H 13.46 -10.12 -4.85 0.202
H 13.94 -10.84 -6.34 0.241
H 12.95 -12.97 -5.78 0.248
H 11.94 -11.87 -4.75 0.193
C 15.40 -20.40 -4.62 -0.635
C 15.13 -19.40 -3.51 -0.099
O 13.72 -19.37 -3.17 -0.461
C 13.00 -18.46 -3.79 0.737
O 13.41 -17.77 -4.68 -0.613
C 11.52 -18.51 -3.37 0.903
F 11.31 -19.31 -2.33 -0.303
F 11.06 -17.30 -3.09 -0.303
F 10.80 -18.98 -4.40 -0.312
H 16.45 -20.67 -4.63 0.232
H 15.12 -20.08 -5.62 0.241
H 14.85 -21.32 -4.39 0.198
H 15.55 -18.42 -3.67 0.253
H 15.56 -19.88 -2.63 0.183
```



This record from OMol25 describes a molecular structure, C12H15F6N6O4S2Zn at a distorted geometry. The level of theory is the ωB97M-V functional and the def2-TZVPD basis.

Properties
Frontier orbital gap, Eh: 0.3822
F_max, hartree/bohr: 0.0810
E_HOMO, eV: -12.878
Total charge: +1
2S+1: 1

Structure (XYZ):
```
46
Properties=species:S:1:pos:R:3:nbo_charge:R:1
Zn -0.24 -0.33 0.36 1.658
C -1.42 0.16 -3.65 0.785
F -0.09 0.10 -3.57 -0.316
F -1.77 0.88 -4.67 -0.274
F -1.91 -1.05 -3.77 -0.303
S -2.05 0.96 -2.01 2.140
O -2.60 2.26 -2.25 -0.870
O -2.96 0.03 -1.40 -0.898
N -0.57 1.03 -1.02 -1.362
S 0.12 2.41 -1.26 2.212
O 1.47 2.30 -0.74 -0.949
O 0.09 2.92 -2.61 -0.895
C -0.73 3.62 -0.03 0.754
F -0.25 4.83 -0.30 -0.302
F -2.05 3.70 -0.08 -0.301
F -0.36 3.24 1.19 -0.319
C 3.23 -0.54 -2.74 -0.745
C 2.40 -0.79 -1.57 0.440
N 1.76 -0.99 -0.64 -0.482
H 3.74 -1.39 -3.17 0.271
H 4.03 0.13 -2.40 0.278
H 2.69 0.03 -3.50 0.283
C 0.73 -3.47 3.75 -0.734
C 0.31 -2.51 2.74 0.434
N -0.01 -1.81 1.91 -0.467
H -0.03 -4.22 3.92 0.280
H 1.03 -2.97 4.67 0.269
H 1.61 -4.00 3.37 0.274
C -3.12 2.11 2.88 -0.740
C -2.55 1.06 2.06 0.445
N -2.07 0.20 1.47 -0.484
H -3.42 1.68 3.84 0.269
H -4.02 2.50 2.40 0.280
H -2.46 2.96 3.01 0.278
C 2.91 0.86 3.48 -0.731
C 1.85 0.86 2.50 0.433
N 1.01 0.87 1.73 -0.469
H 3.11 1.87 3.83 0.280
H 3.79 0.48 2.96 0.272
H 2.70 0.20 4.32 0.263
C -0.59 -3.66 -2.91 -0.721
C -0.82 -2.78 -1.74 0.430
N -1.02 -2.11 -0.83 -0.471
H 0.24 -3.20 -3.44 0.262
H -1.46 -3.74 -3.55 0.279
H -0.28 -4.63 -2.54 0.267
```



This record from OMol25 describes a single C12H15FN2O2S molecule. The level of theory is the ωB97M-V functional and the def2-TZVPD basis.

Properties
Frontier orbital gap, Eh: 0.3539
F_max, hartree/bohr: 0.0129
SMILES: CC(C)NC(=O)NC(=O)CSc1ccccc1F
E_HOMO, eV: -8.938
2S+1: 1

Structure (XYZ):
```
33
Properties=species:S:1:pos:R:3:nbo_charge:R:1
C 4.79 0.38 1.32 -0.621
H 5.87 0.53 1.36 0.208
H 4.48 -0.21 2.17 0.209
H 4.30 1.35 1.36 0.232
C 4.42 -0.32 0.01 -0.035
N 2.99 -0.59 -0.03 -0.633
C 2.06 0.36 -0.01 0.794
O 2.22 1.56 0.06 -0.645
N 0.72 -0.12 -0.08 -0.660
C 0.27 -1.40 -0.17 0.679
O 0.98 -2.38 -0.20 -0.609
C -1.25 -1.52 -0.20 -0.610
H -1.63 -1.31 0.80 0.251
H -1.52 -2.53 -0.50 0.256
S -1.99 -0.31 -1.36 0.254
C -3.51 0.12 -0.55 -0.256
C -3.93 1.45 -0.62 -0.187
C -5.12 1.84 -0.04 -0.218
C -5.92 0.92 0.62 -0.192
C -5.52 -0.41 0.69 -0.269
C -4.33 -0.79 0.10 0.381
F -3.99 -2.10 0.16 -0.325
H -6.12 -1.15 1.19 0.233
H -6.85 1.22 1.08 0.221
H -5.43 2.87 -0.11 0.221
H -3.30 2.16 -1.13 0.226
H 0.04 0.63 -0.10 0.427
H 2.67 -1.55 -0.11 0.441
C 4.85 0.50 -1.20 -0.621
H 4.58 -0.01 -2.12 0.209
H 4.36 1.47 -1.18 0.232
H 5.93 0.65 -1.19 0.208
H 4.91 -1.30 -0.02 0.198
```